Run i
{
  "formula": "C4H12NO2",
  "method": "ωB97M-V/def2-TZVPD",
  "charge": -1,
  "orbital_gap_ha": 0.266,
  "homo_energy_ev": -3.238,
  "species": ["C", "N", "C", "O", "C", "C", "H", "H", "H", "H", "H", "H", "H", "H", "H", "H", "H", "H", "O"],
  "xyz": [[-0.40194, -0.18884, 0.44446], [-0.11687, 0.24519, -0.93134], [1.11203, 1.14889, -0.97025], [0.89288, 2.38086, -0.54412], [0.19401, -1.54455, 0.76301], [-0.22406, -2.66933, -0.19930], [-1.47659, -0.22161, 0.57901], [0.02294, 0.51970, 1.16916], [-0.84891, 0.90864, -1.14932], [1.46720, 1.03047, -2.01087], [1.87389, 0.59439, -0.36752], [1.28734, -1.57792, 0.82669], [-0.15703, -1.83408, 1.76789], [0.34520, -3.58057, -0.02692], [-0.07896, -2.36692, -1.23836], [-1.27898, -2.92909, -0.07895], [-0.90271, 3.71163, 1.36133], [-0.45708, 2.94451, 0.10208], [-1.25237, 3.42864, 0.50334]],
  "lowdin_charge": [-0.289, -0.061, -0.519, -0.294, -0.276, -0.140, 0.104, 0.106, 0.075, 0.072, 0.082, 0.092, 0.093, 0.048, 0.054, 0.057, -0.001, -0.036, -0.167]
}

Run ii
{
  "formula": "C4H12NO2",
  "method": "ωB97M-V/def2-TZVPD",
  "charge": -1,
  "orbital_gap_ha": 0.254,
  "homo_energy_ev": -2.889,
  "species": ["C", "C", "C", "N", "C", "O", "H", "H", "H", "H", "H", "H", "H", "H", "H", "H", "H", "H", "O"],
  "xyz": [[-0.88799, 1.26486, 1.35724], [0.45655, 0.65482, 0.83187], [1.04627, -0.35244, 1.85963], [0.33527, 0.07859, -0.49533], [-0.51803, -1.23247, -0.54490], [0.16994, -2.32238, -0.28727], [-0.61022, 2.26966, 1.66743], [-1.70023, 1.03716, 0.68192], [-1.06958, 0.70717, 2.28659], [1.22284, 1.44795, 0.84734], [1.09782, 0.27138, 2.77278], [0.39839, -1.21721, 1.98138], [2.07467, -0.65578, 1.65832], [1.18684, -0.41586, -0.75856], [-1.38890, -1.09659, 0.12133], [-0.93462, -1.16937, -1.60756], [0.40878, 1.53742, -2.79457], [-0.45475, 0.83854, -1.75882], [-0.51582, 1.57407, -2.49576]],
  "lowdin_charge": [-0.060, -0.457, -0.098, -0.090, -0.539, -0.311, 0.061, 0.062, 0.057, 0.112, 0.061, 0.063, 0.065, 0.098, 0.079, 0.088, 0.001, 0.000, -0.190]
}

Most stable structure, least stable structure: run i, run ii.

Run i
{
  "formula": "C4H12NO2",
  "method": "ωB97M-V/def2-TZVPD",
  "charge": -1,
  "orbital_gap_ha": 0.271,
  "homo_energy_ev": -3.674,
  "species": ["C", "C", "N", "C", "C", "O", "H", "H", "H", "H", "H", "H", "H", "H", "H", "H", "H", "H", "O"],
  "xyz": [[-0.67974, 0.68085, -2.76140], [0.28767, -0.11177, -1.86526], [0.08614, 0.16166, -0.47546], [-0.41628, -0.88446, 0.38521], [-0.63105, -0.31903, 1.79904], [-0.00110, 0.93561, 1.97123], [-0.60468, 1.74468, -2.56407], [-1.68280, 0.35330, -2.43880], [-0.61413, 0.30564, -3.79551], [0.17114, -1.18268, -2.08518], [1.32346, 0.12724, -2.13697], [0.48962, 0.91199, 0.06908], [0.28552, -1.73662, 0.43075], [-1.33863, -1.24881, -0.08916], [-1.69263, -0.17534, 2.04918], [-0.21165, -0.98817, 2.55316], [0.87467, 0.73858, 2.64052], [2.52836, 0.32742, 2.82590], [1.82612, 0.35992, 3.48776]],
  "lowdin_charge": [-0.117, -0.323, -0.107, -0.233, -0.305, -0.230, 0.060, 0.062, 0.057, 0.102, 0.094, 0.099, 0.098, 0.096, 0.091, 0.093, -0.037, -0.094, -0.407]
}

Run ii
{
  "formula": "C4H12NO2",
  "method": "ωB97M-V/def2-TZVPD",
  "charge": -1,
  "orbital_gap_ha": 0.168,
  "homo_energy_ev": -2.190,
  "species": ["C", "N", "C", "C", "C", "O", "H", "H", "H", "H", "H", "H", "H", "H", "H", "H", "H", "H", "O"],
  "xyz": [[3.04272, -0.03667, 0.05339], [1.96583, -0.89671, 0.52547], [1.17347, -1.10229, -0.66987], [-0.65124, 1.52930, 0.15225], [-1.29719, 0.26293, 0.39787], [-2.15016, -0.28099, -0.49336], [3.93921, -0.02460, 0.71084], [3.41464, -0.33349, -0.96830], [2.73445, 1.02959, -0.03897], [0.11317, -1.37042, -0.46573], [1.19581, -0.26515, -1.40370], [1.40477, -2.05382, -1.23145], [-0.56674, 1.78925, -0.90184], [-0.34860, 2.25285, 0.90072], [-0.09385, 0.37935, 0.28210], [-1.48318, -0.10536, 1.43546], [-5.08837, -0.47968, 0.70636], [-3.05390, -0.15632, -0.01950], [-4.25082, -0.13777, 1.02828]],
  "lowdin_charge": [-0.363, -0.279, -0.381, 0.143, -0.263, -0.028, 0.037, 0.043, 0.023, 0.039, 0.053, 0.056, 0.110, 0.108, 0.104, 0.176, -0.127, 0.031, -0.480]
}

Most stable structure, least stable structure: run i, run ii.

Run i
{
  "formula": "C5H17N3O",
  "method": "ωB97M-V/def2-TZVPD",
  "smiles": "CN(N)CN.CCOC",
  "orbital_gap_ha": 0.362,
  "homo_energy_ev": -8.792,
  "species": ["C", "N", "N", "C", "N", "H", "H", "H", "H", "H", "H", "H", "H", "H", "C", "C", "O", "C", "H", "H", "H", "H", "H", "H", "H", "H"],
  "xyz": [[0.11112, -1.87409, 2.06791], [-0.25391, -1.55684, 0.69569], [-1.26505, -2.41403, 0.17579], [0.89828, -1.59446, -0.20342], [1.82830, -0.54403, 0.15493], [-0.74859, -1.70974, 2.71953], [0.44170, -2.92192, 2.17813], [0.92615, -1.21831, 2.36585], [-1.06067, -3.39720, 0.38429], [-2.14092, -2.17761, 0.63051], [1.42017, -2.56715, -0.13190], [0.48691, -1.50542, -1.21693], [1.48516, 0.34159, -0.21023], [2.73662, -0.72502, -0.25397], [-1.80549, 0.96378, -1.08786], [-1.01716, 1.66351, -0.08081], [0.39382, 1.81956, -1.03968], [1.10338, 3.03017, -0.97493], [-2.76877, 1.41324, -1.30728], [-1.77908, -0.11731, -0.99799], [-0.92543, 1.25041, -1.88100], [-1.31065, 2.69613, 0.11916], [-0.67166, 1.07386, 0.76846], [1.90743, 3.00866, -1.71537], [0.44654, 3.88988, -1.17004], [1.56181, 3.17236, 0.01118]],
  "lowdin_charge": [-0.108, -0.307, 0.016, -0.306, 0.028, 0.075, 0.078, 0.067, 0.075, 0.076, 0.114, 0.109, 0.035, 0.069, -0.109, -0.105, -0.332, -0.161, 0.069, 0.042, 0.141, 0.106, 0.089, 0.083, 0.079, 0.080]
}

Run ii
{
  "formula": "C5H17N3O",
  "method": "ωB97M-V/def2-TZVPD",
  "smiles": "CN(CCN)CCN.O",
  "orbital_gap_ha": 0.338,
  "homo_energy_ev": -8.423,
  "species": ["C", "N", "C", "C", "N", "C", "C", "N", "H", "H", "H", "H", "H", "H", "H", "H", "H", "H", "H", "H", "H", "H", "H", "O", "H", "H"],
  "xyz": [[-1.42813, -2.47316, 0.54634], [-1.02644, -1.07335, 0.25368], [-0.22032, -0.84249, -0.93419], [-0.75237, 0.38799, -1.73133], [0.34622, 1.27294, -1.96792], [-0.50595, -0.38938, 1.42626], [-0.72195, 1.12678, 1.43259], [0.51711, 1.85056, 1.06865], [-0.67752, -3.29799, 0.59772], [-2.21877, -2.81003, -0.12927], [-1.95763, -2.33448, 1.53138], [0.85505, -0.84593, -0.73409], [-0.42482, -1.74676, -1.61632], [-1.20973, -0.06130, -2.61607], [-1.46831, 0.94356, -1.10418], [-0.02091, 2.15612, -2.30431], [1.02071, 0.86311, -2.63683], [0.56299, -0.73955, 1.41086], [-0.99818, -0.75788, 2.33832], [-1.44443, 1.38071, 0.57745], [-1.01661, 1.41381, 2.40215], [1.26682, 1.59839, 1.61967], [0.79095, 1.52644, 0.07473], [3.06436, 0.16517, 0.16417], [3.11342, -0.30183, -0.67643], [2.22610, 0.48284, 0.03303]],
  "lowdin_charge": [-0.094, -0.252, -0.194, -0.266, -0.023, -0.211, -0.224, -0.006, 0.086, 0.071, 0.087, 0.090, 0.133, 0.103, 0.095, 0.085, 0.098, 0.129, 0.107, 0.113, 0.084, 0.017, 0.044, -0.022, 0.042, -0.090]
}

Most stable structure, least stable structure: run ii, run i.

Run i
{
  "formula": "H16O8",
  "method": "ωB97M-V/def2-TZVPD",
  "smiles": "O.O.O.O.O.O.O.O",
  "orbital_gap_ha": 0.391,
  "homo_energy_ev": -10.396,
  "species": ["O", "H", "H", "O", "H", "H", "O", "H", "H", "O", "H", "H", "O", "H", "H", "O", "H", "H", "O", "H", "H", "O", "H", "H"],
  "xyz": [[0.45994, 0.31939, 0.06223], [0.83485, 0.90382, -0.60626], [0.34800, 0.88657, 0.83344], [-1.74303, -2.66083, 3.12244], [-1.15323, -3.02543, 3.79191], [-1.14888, -2.24254, 2.48918], [2.32696, -1.75849, -1.87422], [1.79805, -2.19761, -2.54981], [2.68882, -0.98692, -2.32447], [1.51676, 1.49276, 3.61424], [1.85149, 1.55573, 4.51589], [1.98716, 0.73853, 3.24160], [-2.56568, -0.58883, -0.28872], [-2.59345, 0.35826, -0.11199], [-3.26735, -0.72750, -0.93480], [-2.68073, -0.74328, -2.94463], [-3.32111, -1.41356, -2.68075], [-1.86382, -1.23789, -3.07508], [3.42521, -0.35396, -4.43433], [2.59857, 0.12934, -4.54418], [3.98559, 0.25041, -3.93463], [-0.80787, 4.05641, 2.71686], [-1.35508, 4.79243, 2.42050], [-0.84216, 4.11104, 3.67854]],
  "lowdin_charge": [-0.058, 0.031, 0.026, -0.063, 0.029, 0.030, -0.061, 0.033, -0.004, -0.060, 0.033, 0.033, -0.070, 0.036, 0.002, -0.060, 0.038, 0.048, -0.052, 0.043, 0.045, -0.064, 0.030, 0.032]
}

Run ii
{
  "formula": "H16O8",
  "method": "ωB97M-V/def2-TZVPD",
  "smiles": "O.O.O.O.O.O.O.O",
  "orbital_gap_ha": 0.387,
  "homo_energy_ev": -10.537,
  "species": ["O", "H", "H", "O", "H", "H", "O", "H", "H", "O", "H", "H", "O", "H", "H", "O", "H", "H", "O", "H", "H", "O", "H", "H"],
  "xyz": [[-0.66950, 2.90970, -0.22200], [-0.50785, 2.64599, -1.07344], [0.09235, 3.27387, -0.01189], [-3.20610, -0.35631, -0.09386], [-2.57027, -0.36583, 0.69792], [-3.39717, -1.14610, -0.52378], [0.39063, 0.41674, -2.65750], [1.06366, 0.77635, -3.17629], [-0.18110, -0.05893, -3.35817], [1.80129, -0.88568, 2.53098], [1.11967, -0.93475, 3.19607], [1.47139, -0.95942, 1.40834], [0.26988, -0.04957, 0.19229], [0.41779, 0.03316, -0.69951], [-0.43449, 0.56953, 0.27379], [2.53405, 1.60427, 0.46079], [1.71344, 1.18261, 0.44199], [2.73953, 2.02709, 1.33192], [-2.02218, -1.35947, 2.39145], [-2.68504, -1.68604, 2.85209], [-1.76836, -0.53101, 2.72215], [1.48038, -2.55043, -2.54777], [1.74275, -2.52344, -1.52129], [0.60527, -2.03233, -2.61428]],
  "lowdin_charge": [0.062, -0.004, -0.039, -0.071, 0.039, -0.011, -0.039, 0.023, 0.114, -0.179, -0.014, 0.159, -0.019, -0.036, 0.028, -0.055, -0.072, 0.072, 0.044, -0.026, 0.033, -0.150, 0.106, 0.037]
}

Most stable structure, least stable structure: run i, run ii.